Formula: C35H37NO2P2Pt
Source: OMol25
Level of theory: ωB97M-V/def2-TZVPD

XYZ file:
```
78
Properties=species:S:1:pos:R:3
Pt -0.296 -2.054 1.644
C 2.336 3.133 -2.298
C 1.546 3.552 -1.302
C 0.313 4.422 -1.422
C -0.498 4.227 -2.714
C -0.794 2.774 -2.993
C -0.033 1.925 -3.692
C 1.259 2.230 -4.408
C 2.123 3.347 -3.775
C -1.268 -3.925 1.815
H 3.313 2.693 -2.089
H 1.907 3.463 -0.278
H 0.612 5.485 -1.350
H -0.344 4.216 -0.555
H -1.459 4.744 -2.588
H 0.000 4.683 -3.574
H -1.800 2.498 -2.674
H -0.434 0.958 -3.981
H 1.044 2.510 -5.455
H 1.859 1.302 -4.444
H 3.112 3.306 -4.254
H 1.709 4.339 -3.978
H -0.534 -4.725 1.641
H -2.103 -3.969 1.083
H -1.643 -3.989 2.849
P 0.742 -0.091 1.817
P -1.468 -1.408 -0.082
C -0.011 0.872 0.471
C -1.023 0.333 -0.273
C 0.643 0.821 3.409
C 0.573 2.225 3.340
C 0.469 3.004 4.504
C 0.413 2.386 5.758
C 0.465 0.986 5.842
C 0.589 0.214 4.675
C 2.538 -0.294 1.487
C 2.950 -1.249 0.544
C 4.311 -1.401 0.232
C 5.266 -0.615 0.896
C 4.868 0.290 1.893
C 3.506 0.421 2.212
C -3.301 -1.577 -0.009
C -3.979 -1.236 1.177
C -5.380 -1.302 1.249
C -6.132 -1.733 0.150
C -5.459 -2.125 -1.019
C -4.059 -2.067 -1.088
C -0.971 -2.391 -1.545
C -0.663 -3.757 -1.500
C -0.255 -4.433 -2.666
C -0.134 -3.727 -3.874
C -0.403 -2.358 -3.909
C -0.818 -1.684 -2.752
H 0.388 1.877 0.259
H -1.606 0.925 -0.989
H 0.569 2.713 2.362
H 0.430 4.095 4.423
H 0.328 2.994 6.677
H 0.404 0.492 6.815
H 0.632 -0.880 4.776
H 2.196 -1.923 0.098
H 4.625 -2.137 -0.511
H 6.335 -0.730 0.647
H 5.612 0.877 2.435
H 3.206 1.057 3.061
H -3.393 -0.959 2.062
H -5.899 -1.027 2.171
H -7.231 -1.775 0.200
H -6.031 -2.487 -1.873
H -3.560 -2.450 -1.984
H -0.694 -4.297 -0.549
H -0.024 -5.494 -2.627
H 0.177 -4.261 -4.787
H -0.292 -1.790 -4.839
H -0.982 -0.608 -2.765
O 0.626 -3.374 5.318
N 0.248 -3.503 4.167
O 0.731 -2.578 3.306
```

HOMO-LUMO gap (alpha / beta) = 5.36 / 5.11 eV
LUMO energy (alpha / beta) = 0.51 / -3.59 eV
⟨S²⟩ = 2.01
Spin multiplicity = 3
HOMO energy (alpha / beta) = -4.85 / -8.70 eV

Partial charges, Mulliken, in e:
1 Pt 0.793
2 C -0.449
3 C -0.366
4 C -0.561
5 C -1.067
6 C -0.101
7 C -0.427
8 C -0.783
9 C -0.897
10 C -1.348
11 H 0.388
12 H 0.552
13 H 0.361
14 H 0.290
15 H 0.441
16 H 0.278
17 H 0.562
18 H 0.459
19 H 0.340
20 H 0.319
21 H 0.440
22 H 0.305
23 H 0.433
24 H 0.457
25 H 0.410
26 P 0.721
27 P 0.656
28 C -0.281
29 C -0.536
30 C 0.051
31 C -0.174
32 C -0.608
33 C -0.423
34 C -0.626
35 C -0.235
36 C 0.614
37 C -0.247
38 C -0.689
39 C -0.490
40 C -0.672
41 C -0.480
42 C 0.549
43 C -0.484
44 C -0.615
45 C -0.443
46 C -0.605
47 C -0.369
48 C 0.476
49 C -0.237
50 C -0.642
51 C -0.541
52 C -0.324
53 C -0.273
54 H -0.084
55 H 0.646
56 H 0.249
57 H 0.402
58 H 0.342
59 H 0.426
60 H 0.275
61 H 0.114
62 H 0.413
63 H 0.355
64 H 0.411
65 H 0.313
66 H 0.336
67 H 0.384
68 H 0.353
69 H 0.383
70 H 0.346
71 H 0.160
72 H 0.413
73 H 0.348
74 H 0.421
75 H -0.025
76 O -0.399
77 N 0.046
78 O -0.527

=====

Formula: C35H38BiBrN7O2S2
Source: OMol25
Level of theory: ωB97M-V/def2-TZVPD

XYZ file:
```
86
Properties=species:S:1:pos:R:3
Bi -0.106 0.134 -0.026
C 4.443 -0.910 0.148
C 4.312 -1.925 1.300
C 2.864 -2.144 1.772
N 2.538 -1.262 2.892
C 1.350 -1.169 3.327
C 1.098 -0.289 4.504
C -0.063 0.032 5.124
C -1.472 -0.396 4.954
C -1.846 -1.501 4.280
C -0.683 -2.307 3.842
C 0.056 -1.756 2.814
N -0.376 -1.572 1.553
C -1.664 -2.210 1.287
C -1.864 -2.503 -0.205
C -0.581 -2.993 -0.875
N 0.331 -1.892 -1.107
C 1.170 -1.850 -2.096
C 1.311 -2.931 -3.011
C 1.905 -3.016 -4.247
C 2.693 -2.090 -4.926
C 3.139 -0.894 -4.402
C 2.909 -0.309 -3.163
C 2.037 -0.633 -2.108
N 1.935 0.128 -1.017
C 2.966 1.093 -0.622
C 3.878 0.492 0.470
H 3.917 -1.333 -0.707
H 5.497 -0.833 -0.137
H 4.891 -1.589 2.165
H 4.725 -2.880 0.965
H 2.742 -3.179 2.110
H 2.176 -2.007 0.930
H 1.988 0.241 4.833
H 0.057 0.787 5.898
H -2.212 0.246 5.429
H -2.896 -1.743 4.110
H -0.050 -2.494 4.703
H -2.503 -1.608 1.657
H -1.686 -3.145 1.866
H -2.243 -1.624 -0.746
H -2.628 -3.275 -0.306
H -0.844 -3.500 -1.806
H -0.100 -3.726 -0.215
H 0.788 -3.828 -2.714
H 1.721 -3.945 -4.777
H 3.016 -2.348 -5.927
H 3.791 -0.319 -5.053
H 3.438 0.620 -3.027
H 2.468 1.965 -0.202
H 3.568 1.428 -1.465
H 3.291 0.456 1.381
H 4.693 1.200 0.647
Br -4.041 0.826 0.922
C -2.907 1.788 2.116
C -3.472 2.656 3.032
C -2.596 3.389 3.822
C -1.232 3.230 3.656
C -0.777 2.312 2.722
N -1.616 1.595 1.973
C 0.723 2.142 2.497
O 1.465 2.841 3.179
O 1.103 1.289 1.606
H -4.545 2.752 3.109
H -2.988 4.088 4.551
H -0.500 3.795 4.217
S -0.951 0.441 -3.018
C -2.706 0.368 -3.135
C -3.501 1.522 -3.107
C -4.883 1.440 -3.226
C -5.513 0.208 -3.371
C -4.738 -0.946 -3.395
C -3.355 -0.868 -3.281
H -3.022 2.488 -2.984
H -5.476 2.349 -3.206
H -6.592 0.151 -3.466
H -5.212 -1.916 -3.507
H -2.746 -1.766 -3.317
N 0.176 5.532 -2.107
C -0.126 4.212 -1.926
N -0.032 3.424 -2.990
S -0.626 3.655 -0.420
H 0.714 5.805 -2.910
H 0.305 6.067 -1.267
H 0.162 3.809 -3.900
H -0.384 2.429 -2.940
```

HOMO-LUMO gap = 6.55 eV
LUMO energy = 2.42 eV
Charge = -1
HOMO energy = -4.14 eV

Partial charges, natural (NBO), in e:
1 Bi 2.049
2 C -0.401
3 C -0.394
4 C -0.254
5 N -0.403
6 C 0.230
7 C -0.222
8 C -0.197
9 C -0.293
10 C -0.133
11 C -0.519
12 C 0.216
13 N -0.792
14 C -0.257
15 C -0.417
16 C -0.237
17 N -0.667
18 C 0.245
19 C -0.317
20 C -0.118
21 C -0.316
22 C -0.125
23 C -0.353
24 C 0.362
25 N -0.801
26 C -0.226
27 C -0.415
28 H 0.197
29 H 0.192
30 H 0.206
31 H 0.191
32 H 0.197
33 H 0.206
34 H 0.225
35 H 0.201
36 H 0.195
37 H 0.190
38 H 0.199
39 H 0.193
40 H 0.215
41 H 0.220
42 H 0.219
43 H 0.191
44 H 0.206
45 H 0.206
46 H 0.199
47 H 0.201
48 H 0.199
49 H 0.205
50 H 0.235
51 H 0.174
52 H 0.254
53 H 0.199
54 Br 0.068
55 C 0.171
56 C -0.271
57 C -0.162
58 C -0.218
59 C 0.132
60 N -0.467
61 C 0.779
62 O -0.652
63 O -0.869
64 H 0.227
65 H 0.213
66 H 0.251
67 S -0.452
68 C -0.149
69 C -0.193
70 C -0.217
71 C -0.269
72 C -0.214
73 C -0.257
74 H 0.206
75 H 0.198
76 H 0.199
77 H 0.199
78 H 0.211
79 N -0.810
80 C 0.310
81 N -0.821
82 S -0.294
83 H 0.373
84 H 0.408
85 H 0.374
86 H 0.439

=====

Formula: C35H38FN3O3SiV
Source: OMol25
Level of theory: ωB97M-V/def2-TZVPD

XYZ file:
```
82
Properties=species:S:1:pos:R:3
C -1.913 -1.689 0.279
C -2.419 -1.613 -1.071
C -1.566 -2.409 -1.904
H -3.334 -1.119 -1.382
C -0.532 -2.972 -1.086
C -0.747 -2.533 0.260
H -0.174 -2.846 1.134
H -2.367 -1.250 1.165
H -1.720 -2.593 -2.966
H 0.253 -3.662 -1.408
V -0.347 -0.685 -0.988
C 0.269 -0.709 -3.110
H 0.620 -1.666 -3.528
H 1.032 0.081 -3.218
H -0.666 -0.400 -3.615
Si -0.152 -0.300 -7.006
C -1.817 0.354 -7.492
C -2.981 -0.274 -7.016
H -2.905 -1.159 -6.377
C -4.242 0.231 -7.354
H -5.140 -0.260 -6.975
C -4.351 1.363 -8.170
H -5.336 1.762 -8.424
C -3.194 1.986 -8.655
H -3.278 2.868 -9.294
C -1.932 1.488 -8.317
H -1.030 1.976 -8.694
C -0.066 -2.106 -7.416
C -0.769 -2.654 -8.504
H -1.331 -2.005 -9.182
C -0.767 -4.038 -8.719
H -1.331 -4.458 -9.554
C -0.046 -4.881 -7.865
H -0.054 -5.962 -8.026
C 0.693 -4.335 -6.809
H 1.263 -4.988 -6.145
C 0.708 -2.953 -6.599
H 1.310 -2.526 -5.794
H 0.031 -0.067 -5.555
H 0.934 0.391 -7.744
F -0.811 -1.579 5.491
C 0.065 -0.697 4.887
C 0.159 -0.726 3.512
C 0.800 0.342 2.843
C 0.798 0.438 1.403
O 0.808 -0.594 0.614
C 0.850 1.755 0.874
C 1.430 2.761 1.619
N 1.747 2.589 2.939
C 2.314 3.626 3.700
C 2.850 4.858 3.062
C 1.567 4.914 3.836
C 1.276 1.442 3.596
C 1.181 1.437 4.994
C 0.686 0.310 5.682
N 0.868 0.195 7.069
C 0.601 1.344 7.931
C 1.490 1.334 9.168
N 1.341 0.001 9.803
C 1.653 -1.159 8.941
C 0.718 -1.084 7.736
C 0.555 1.959 -0.593
O 1.325 2.647 -1.261
O -0.511 1.332 -1.025
H -0.321 -1.501 2.915
H 1.660 3.710 1.148
H 2.850 3.308 4.593
H 3.745 5.238 3.553
H 2.792 4.977 1.981
H 0.612 4.989 3.306
H 1.624 5.393 4.814
H 1.507 2.319 5.554
H -0.463 1.331 8.252
H 0.758 2.272 7.379
H 2.552 1.446 8.938
H 1.189 2.095 9.892
H 1.927 -0.048 10.640
H 0.356 -0.097 10.070
H 1.503 -2.082 9.507
H 2.704 -1.071 8.650
H -0.335 -1.210 8.068
H 0.979 -1.899 7.047
```

HOMO-LUMO gap (alpha / beta) = 2.88 / 2.87 eV
LUMO energy (alpha / beta) = -10.84 / -10.85 eV
Charge = +3
HOMO energy (alpha / beta) = -13.72 / -13.72 eV

Partial charges, Mulliken, in e:
1 C -0.144
2 C -0.540
3 C -0.543
4 H 0.516
5 C -0.368
6 C -0.355
7 H 0.563
8 H 0.557
9 H 0.700
10 H 0.463
11 V 0.500
12 C -1.013
13 H 0.457
14 H 0.661
15 H 0.506
16 Si 0.419
17 C 0.314
18 C -0.097
19 H 0.340
20 C -0.641
21 H 0.364
22 C -0.429
23 H 0.384
24 C -0.488
25 H 0.376
26 C -0.404
27 H 0.339
28 C 0.389
29 C -0.244
30 H 0.403
31 C -0.573
32 H 0.384
33 C -0.448
34 H 0.386
35 C -0.588
36 H 0.380
37 C -0.531
38 H 0.447
39 H -0.221
40 H -0.178
41 F -0.325
42 C 0.414
43 C -1.333
44 C 0.804
45 C 1.693
46 O -0.873
47 C -0.103
48 C -0.231
49 N 0.223
50 C -0.255
51 C -0.998
52 C -0.398
53 C -0.513
54 C 0.110
55 C 0.176
56 N 0.191
57 C -0.497
58 C -0.770
59 N -0.118
60 C -0.939
61 C -0.602
62 C 0.031
63 O -0.526
64 O -0.658
65 H 0.263
66 H 0.452
67 H 0.773
68 H 0.278
69 H 0.252
70 H 0.248
71 H 0.308
72 H 0.097
73 H 0.286
74 H 0.318
75 H 0.357
76 H 0.417
77 H 0.374
78 H 0.405
79 H 0.425
80 H 0.372
81 H 0.388
82 H 0.441